{
  "formula": "C55H104N3O16Rb",
  "method": "ωB97M-V/def2-TZVPD",
  "total_charge": -2,
  "energy_ha": -3549.7106,
  "spin_multiplicity": 1,
  "orbital_gap_ev": 1.975,
  "elements": ["Rb", "O", "O", "O", "O", "O", "O", "O", "O", "O", "O", "O", "O", "O", "O", "O", "O", "N", "N", "N", "C", "C", "C", "C", "C", "C", "C", "C", "C", "C", "C", "C", "C", "C", "C", "C", "C", "C", "C", "C", "C", "C", "C", "C", "C", "C", "C", "C", "C", "C", "C", "C", "C", "C", "C", "C", "C", "C", "C", "C", "C", "C", "C", "C", "C", "C", "C", "C", "C", "C", "C", "C", "C", "C", "C", "H", "H", "H", "H", "H", "H", "H", "H", "H", "H", "H", "H", "H", "H", "H", "H", "H", "H", "H", "H", "H", "H", "H", "H", "H", "H", "H", "H", "H", "H", "H", "H", "H", "H", "H", "H", "H", "H", "H", "H", "H", "H", "H", "H", "H", "H", "H", "H", "H", "H", "H", "H", "H", "H", "H", "H", "H", "H", "H", "H", "H", "H", "H", "H", "H", "H", "H", "H", "H", "H", "H", "H", "H", "H", "H", "H", "H", "H", "H", "H", "H", "H", "H", "H", "H", "H", "H", "H", "H", "H", "H", "H", "H", "H", "H", "H", "H", "H", "H", "H", "H", "H", "H", "H"],
  "xyz": [[-3.810, 1.362, 4.350], [3.035, -3.712, 1.195], [-2.700, -4.747, 5.354], [-3.087, 2.590, -2.901], [-2.061, 0.536, 2.098], [5.060, 2.429, -4.544], [-4.479, -2.011, 4.705], [-5.903, -3.741, 4.580], [-3.373, -6.332, 1.083], [6.537, 0.985, -5.379], [6.500, 0.863, 0.498], [-5.693, -2.546, 6.520], [-1.520, -6.899, 0.051], [-3.740, 3.828, 2.632], [-2.698, -5.341, -0.783], [5.674, 2.732, -6.726], [4.276, -2.389, -3.150], [-1.179, 0.150, 1.049], [-3.497, 5.122, 3.196], [-2.282, 3.416, -3.764], [0.979, -0.632, 2.346], [-4.084, 7.510, 3.302], [-0.393, -4.957, 5.058], [-2.308, 5.221, 4.136], [2.333, -4.886, 1.740], [5.227, -4.166, -4.324], [-0.631, -0.891, -1.058], [-2.547, -6.213, 0.176], [-3.620, 2.770, -5.692], [0.356, 0.419, 1.370], [-1.515, -1.050, 0.203], [-4.550, -2.420, 3.355], [-2.301, 4.163, 5.249], [5.439, -3.215, -3.189], [7.916, 0.638, 0.553], [-0.988, 5.254, 3.248], [-2.964, 3.945, -5.018], [8.126, -0.546, -0.384], [-0.714, -6.334, -0.886], [-1.560, 5.467, -2.420], [-3.010, -1.029, -0.291], [3.246, -2.884, -4.061], [6.763, -1.250, -0.511], [3.315, -3.920, -0.189], [-1.863, 4.455, -6.071], [3.358, -5.400, -0.378], [-0.762, -5.339, 6.491], [-1.086, 4.221, -3.209], [3.074, -5.938, 0.918], [-2.119, -4.616, 6.698], [-1.111, -2.456, 0.770], [-5.442, 6.164, 2.014], [-4.002, 6.250, 2.399], [-1.711, -4.540, 4.377], [-2.414, 6.523, 4.922], [-5.350, -2.775, 5.374], [1.285, 0.374, 0.040], [5.176, 1.437, -3.550], [-4.044, 5.074, -4.809], [-6.301, -4.223, 2.237], [-1.487, -5.240, -1.411], [3.713, -4.341, -4.321], [-0.848, 5.470, -5.488], [5.884, -0.396, 0.424], [-0.020, 3.263, -2.432], [-0.197, 4.780, -4.330], [-5.282, -3.885, 3.374], [-2.886, 7.754, 4.164], [5.793, 2.099, -5.660], [-3.081, 6.658, 1.126], [0.912, -0.784, -0.867], [3.819, 0.799, -3.563], [-0.145, -7.315, -1.884], [6.326, 0.627, -4.044], [0.629, 1.841, 1.987], [-3.154, 6.351, 5.703], [0.222, -4.057, 5.077], [4.129, -3.350, -0.639], [-1.078, 4.700, 2.314], [-0.900, -7.888, -2.422], [0.317, -8.220, -1.490], [3.754, -0.099, -2.949], [2.366, 0.244, 0.092], [6.011, -0.730, 1.454], [-4.885, 7.426, 4.037], [-1.617, -5.457, -2.471], [-0.899, 6.293, -2.159], [7.230, 0.969, -3.540], [1.689, 2.092, 2.014], [0.247, 1.791, 3.006], [3.506, 0.538, -4.574], [3.331, -5.032, -3.570], [8.366, 0.609, 1.545], [-0.198, -2.986, 0.498], [4.048, -6.147, 1.362], [6.182, -2.475, -3.486], [-1.968, 3.195, 4.875], [-1.896, -3.211, 0.731], [-4.128, 8.393, 2.664], [-0.226, 4.836, 3.906], [-3.725, -0.568, 0.391], [2.741, -5.788, -1.189], [-3.665, 6.057, -4.530], [0.241, -0.980, 3.069], [-1.024, -4.262, -1.278], [-1.985, 8.062, 3.633], [0.107, 2.371, -3.046], [0.113, -6.007, -0.256], [-6.198, 6.095, 2.797], [0.262, -5.682, 4.575], [-1.547, 4.352, 6.014], [-2.307, 5.995, -3.012], [-5.684, -4.301, 1.341], [-1.682, -3.513, 4.014], [-3.711, 2.846, -6.776], [0.084, 2.628, 1.466], [-0.041, 5.812, -6.136], [-4.558, 5.258, -5.753], [-0.809, 6.319, 3.097], [0.374, 3.993, -4.824], [3.453, -4.580, -5.352], [-0.262, 3.060, -1.388], [-2.156, 5.237, -1.536], [6.360, -0.460, -3.970], [-1.960, -3.595, 7.045], [-0.943, -2.363, 1.843], [-2.966, 8.566, 4.887], [-1.428, 3.686, -6.709], [1.342, -0.819, -1.868], [0.963, 1.253, -0.518], [-0.868, -1.724, -1.721], [-1.489, 6.779, 5.439], [2.582, -3.590, -0.926], [-5.576, 5.251, 1.433], [-2.410, 5.142, -6.717], [-0.059, -4.978, 7.241], [0.489, 5.483, -3.857], [8.424, 1.454, 0.040], [1.472, -1.466, 1.847], [1.277, -4.969, 1.481], [-2.880, 5.822, 0.456], [-1.058, 0.003, -1.512], [-3.391, -1.995, -0.622], [0.554, -6.868, -2.592], [5.746, -5.115, -4.185], [-1.964, -5.198, 3.545], [-1.276, 6.380, -5.067], [2.281, -2.794, -3.562], [8.295, -0.096, -1.362], [6.660, -2.276, -0.158], [2.404, -5.072, 2.811], [-3.191, 4.054, 5.868], [-4.541, -4.670, 3.520], [4.383, -5.690, -0.609], [-6.835, -5.122, 2.544], [-3.045, -0.411, -1.188], [-2.074, 6.992, 1.375], [5.795, -3.698, -2.279], [5.297, 1.798, -2.528], [-5.716, 7.036, 1.421], [-4.711, 4.914, -3.962], [2.624, -6.921, 0.781], [5.636, -3.640, -5.186], [-2.893, -5.066, 7.320], [1.765, -0.190, 2.960], [6.443, -1.284, -1.553], [-0.950, -6.384, 6.735], [-3.416, 7.477, 0.489], [0.908, 3.820, -2.306], [9.018, -1.057, -0.022], [1.194, -1.704, -0.353], [4.803, -0.354, 0.291], [-3.575, -2.455, 2.868], [-2.874, 1.976, -5.642], [2.905, 1.264, -3.194], [-4.532, 2.318, -5.303], [-6.958, -3.370, 2.068], [-5.225, -1.811, 2.754], [3.324, -2.281, -4.966]],
  "lowdin_charge": [0.8104, -0.1105, -0.1605, -0.3474, -0.4058, 0.0768, 0.0365, 0.0616, 0.1088, 0.0614, -0.1408, 0.1156, 0.1755, -0.3801, 0.1319, 0.0997, -0.1861, -0.1696, -0.2024, -0.2162, -0.0671, -0.1761, -0.1514, -0.4602, -0.1235, -0.1738, -0.1481, -0.6455, -0.1046, -0.3747, -0.4467, -0.0578, -0.1090, -0.2454, -0.2039, -0.0066, -0.4725, -0.1557, -0.3648, -0.0464, -0.0129, -0.1414, -0.1395, -0.2032, -0.1281, -0.2249, -0.1640, -0.4205, -0.2207, -0.1469, -0.0517, -0.0810, -0.4789, -0.2024, -0.1882, -0.5322, -0.1318, -0.3129, -0.0596, 0.0039, -0.1298, -0.1443, -0.2127, -0.1938, -0.0330, -0.2294, -0.3043, -0.2225, -0.4583, -0.0165, -0.1956, -0.0157, -0.0081, -0.1189, -0.0504, 0.1028, 0.1069, 0.1013, 0.0762, 0.0889, 0.0825, 0.0645, 0.0933, 0.1185, 0.1101, 0.1454, 0.0666, 0.1275, 0.0703, 0.0612, 0.0983, 0.1015, 0.1141, 0.0472, 0.1164, 0.0901, 0.0141, 0.0508, 0.1103, 0.0643, 0.0653, 0.1000, 0.0404, 0.0576, 0.1306, 0.0924, 0.0645, 0.1432, 0.0739, 0.0982, 0.0725, 0.0452, 0.0788, 0.1097, 0.0584, 0.0725, 0.0972, 0.0567, 0.0512, 0.1065, 0.1084, 0.0557, 0.0611, 0.1171, 0.1156, 0.0471, 0.0988, 0.1025, 0.0886, 0.0904, 0.0987, 0.1122, 0.1029, 0.0791, 0.0858, 0.1009, 0.1025, 0.1116, 0.0478, 0.0996, 0.0592, 0.1131, 0.0594, 0.0869, 0.1135, 0.1147, 0.0955, 0.1156, 0.0927, 0.1023, 0.1177, 0.0668, 0.1292, 0.1129, 0.0821, 0.0752, 0.0500, 0.1089, 0.1606, 0.0765, 0.0731, 0.1154, 0.1187, 0.1192, 0.0611, 0.0723, 0.1029, 0.0609, 0.0545, 0.1079, 0.0622, 0.1195, 0.1188, 0.0730, 0.0912, 0.0707, 0.0785, 0.1301, 0.1183]
}